ORCA calculation (wB97M-V/def2-TZVPD) on a 3-piece molecular cluster, C28H51N6O5S overall.

The geometry in XYZ format:
```
91
Properties=species:S:1:pos:R:3:forces:R:3:lowdin_spin:R:1
C -6.8035 4.3180 0.0918 0.17 0.09 -0.07 -0.002
C -6.7740 2.9989 -0.6188 0.16 -0.06 -0.12 0.007
O -7.6683 2.6108 -1.3224 -0.36 -0.14 -0.14 0.030
N -5.6563 2.1219 -0.4116 -0.03 0.65 1.06 0.132
N -4.6304 2.6882 0.3231 0.14 0.25 -0.53 0.668
C -3.4049 1.9613 0.0536 -0.30 -0.65 0.14 0.057
C -2.6298 2.6007 -1.1055 0.24 -0.20 0.08 0.042
C -1.8687 3.8689 -0.7342 -0.25 -0.31 0.14 0.001
C -2.7112 5.1284 -0.5504 0.58 0.24 -0.01 0.001
S -3.8771 5.5289 -1.8827 -0.25 -0.05 0.06 0.001
C -2.8057 5.6615 -3.2403 0.09 0.00 0.03 0.000
N -3.1241 5.6092 -4.4872 -0.10 -0.07 0.04 0.000
N -1.9374 5.7937 -5.1952 -0.01 0.03 -0.16 0.000
C -1.0187 5.9317 -4.3202 0.18 0.06 -0.04 0.000
O -1.4795 5.8763 -3.0498 0.03 0.00 0.12 0.000
C -6.1871 0.8707 0.2004 0.10 -0.43 -0.77 0.025
C -6.4858 -0.2410 -0.7549 -0.45 0.00 -0.04 0.001
O -6.3507 0.8182 1.3765 0.14 0.01 0.35 0.022
H -7.4900 4.9716 -0.4426 0.01 -0.03 0.09 0.000
H -5.8159 4.7573 0.1844 -0.05 0.04 -0.03 -0.001
H -7.1676 4.1361 1.1075 0.00 -0.01 -0.06 0.000
H -2.7926 1.9203 0.9587 -0.02 0.21 -0.05 0.008
H -3.6246 0.9220 -0.2284 0.05 0.02 0.06 0.004
H -3.3044 2.7442 -1.9541 0.00 0.09 0.04 0.000
H -1.8887 1.8616 -1.4199 0.00 0.06 0.05 0.004
H -1.3693 3.6748 0.2213 0.09 0.10 -0.08 0.001
H -1.0678 4.0200 -1.4560 -0.07 0.13 -0.02 0.001
H -3.3177 5.0684 0.3542 -0.20 -0.06 -0.17 0.000
H -2.0521 5.9913 -0.4320 -0.05 -0.04 0.04 0.000
H 0.0397 6.0700 -4.4695 -0.08 0.00 0.01 0.000
H -5.6770 -0.9740 -0.7116 0.05 0.09 -0.03 0.000
H -6.6221 0.1231 -1.7695 0.16 0.03 0.04 0.000
H -7.4052 -0.7279 -0.4259 0.11 -0.07 0.02 0.000
C 1.4808 -0.8996 -2.7745 -0.02 -0.05 0.09 0.003
C 1.4378 0.6409 -2.6697 -0.29 -0.87 -0.29 0.027
C 2.6430 1.2693 -3.3757 0.22 0.22 0.04 0.017
C 3.9591 1.0786 -2.6236 -0.05 -0.01 0.04 0.001
C 3.8323 1.5638 -1.1804 -0.01 0.22 -0.31 0.017
C 2.6611 0.9175 -0.4369 0.25 -0.81 0.68 0.027
N 1.4081 1.0889 -1.2407 0.65 1.49 -0.56 0.392
O 0.9380 2.2913 -1.1336 -0.31 -0.52 0.13 0.506
C 2.9546 -0.5589 -0.1474 -0.18 -0.21 -0.09 0.002
C 2.4675 1.5784 0.9220 -0.11 0.29 0.02 -0.001
C 0.1528 1.0852 -3.3586 -0.08 0.29 0.02 0.000
H 1.0346 -1.3671 -1.8978 0.01 0.00 0.01 0.001
H 0.9106 -1.2272 -3.6447 0.01 0.08 -0.03 0.000
H 2.4886 -1.2922 -2.8932 0.00 0.02 0.07 0.000
H 2.4606 2.3430 -3.4937 -0.07 0.00 0.06 0.002
H 2.7129 0.8497 -4.3832 -0.04 -0.03 0.01 0.002
H 4.2649 0.0298 -2.6454 -0.03 -0.01 0.02 0.000
H 4.7479 1.6391 -3.1315 0.01 -0.02 -0.01 0.001
H 4.7504 1.3569 -0.6260 -0.04 -0.05 0.04 0.002
H 3.7030 2.6519 -1.1825 -0.10 -0.01 0.01 0.003
H 2.1005 -1.0598 0.3166 0.08 -0.08 0.11 0.001
H 3.7787 -0.6301 0.5628 -0.05 0.08 0.06 0.000
H 3.2533 -1.1338 -1.0199 0.00 0.05 -0.02 0.000
H 2.3319 2.6559 0.8400 -0.04 -0.02 -0.04 -0.001
H 3.3515 1.3876 1.5310 0.00 -0.06 -0.02 0.000
H 1.6059 1.1519 1.4363 0.02 -0.04 -0.01 0.000
H -0.7205 0.6656 -2.8571 0.02 -0.04 -0.02 0.001
H 0.1643 0.7237 -4.3875 0.02 -0.04 0.01 0.000
H 0.0514 2.1690 -3.3829 0.00 -0.01 0.08 0.000
C 1.1849 -6.2524 2.7424 0.00 -0.05 0.03 0.000
C 1.6523 -4.9909 1.9767 0.04 -0.41 0.20 0.000
C 3.0882 -5.1988 1.4693 0.17 -0.01 -0.17 0.000
C 4.1342 -5.1130 2.5776 -0.07 0.09 -0.04 0.000
C 3.9613 -3.8057 3.3465 0.21 0.05 -0.07 0.000
C 2.5286 -3.6112 3.8663 0.09 -0.32 0.29 0.000
N 1.5080 -3.7730 2.8081 -0.27 0.22 -0.05 0.000
O 1.6285 -2.6657 1.9507 0.23 0.34 -0.36 0.000
C 2.2844 -4.5708 5.0459 0.05 -0.08 0.02 0.000
C 2.3953 -2.2051 4.4409 0.10 0.18 0.08 0.000
C 0.7275 -4.8517 0.7717 -0.04 0.01 -0.21 0.000
H 0.4685 -5.9770 3.5165 0.00 0.04 0.00 0.000
H 0.6847 -6.9475 2.0632 0.04 0.02 -0.06 0.000
H 2.0027 -6.8080 3.2047 0.01 0.05 0.05 0.000
H 3.3076 -4.4251 0.7275 -0.08 0.08 0.06 0.000
H 3.1580 -6.1634 0.9513 -0.03 -0.02 0.01 0.000
H 4.0619 -5.9731 3.2522 -0.04 0.01 0.02 0.000
H 5.1364 -5.1539 2.1385 0.01 -0.03 0.02 0.000
H 4.6671 -3.7587 4.1848 -0.02 -0.01 0.03 0.000
H 4.2064 -2.9738 2.6800 -0.14 0.01 -0.04 0.000
H 1.2517 -4.4848 5.3886 -0.02 0.00 -0.03 0.000
H 2.9451 -4.3048 5.8765 -0.01 0.07 0.00 0.000
H 2.4828 -5.6154 4.8164 -0.03 0.00 -0.04 0.000
H 2.6334 -1.4543 3.6923 -0.09 -0.06 -0.09 0.000
H 3.0779 -2.0898 5.2913 -0.02 -0.05 0.03 0.000
H 1.3742 -2.0334 4.7885 -0.03 -0.02 -0.05 0.000
H -0.3031 -4.6933 1.0983 0.01 0.02 0.04 0.000
H 0.7707 -5.7689 0.1728 -0.02 -0.05 0.05 0.000
H 1.0234 -4.0113 0.1496 0.00 0.09 0.11 0.000
```
Positions in Å, forces in eV/Å.

Output
* net charge: -1
* frontier orbital gap (alpha / beta): 0.1511 / 0.1211 Eh
* HOMO energy (alpha / beta): -2.0 / -2.0 eV
* 2S+1: 3
* lowest unoccupied orbital energy (alpha / beta): 0.0763 / 0.0463 hartree
* expectation value of S²: 2.0085